49
Properties=species:S:1:pos:R:3 method="wB97M-V/def2-TZVPD" homo_lumo_gap_ev=5.021 largest_force_ev_per_a=3.16 total_charge=-1 de_lowest_ev=1.3728
C -0.276 -2.387 4.132
C -0.569 -1.238 3.180
C 0.252 -1.550 1.943
C 0.340 -0.443 0.881
C -0.764 0.036 0.072
C -1.408 1.354 0.158
O -2.560 1.584 -0.188
O -0.616 2.352 0.606
C -1.398 3.533 0.812
C -0.504 4.672 1.188
C -1.722 -0.960 -0.457
O -2.943 -0.913 -0.464
O -1.076 -2.040 -0.956
C -2.023 -3.040 -1.320
C -1.235 -4.218 -1.808
H -0.801 -2.281 5.075
H -0.571 -3.333 3.666
H 0.800 -2.433 4.327
H -1.626 -1.187 2.888
H -0.275 -0.259 3.586
H 1.294 -1.740 2.251
H -0.070 -2.492 1.470
H 0.855 0.439 1.293
H 0.994 -0.922 0.139
H -1.944 3.756 -0.107
H -2.121 3.313 1.606
H -1.103 5.583 1.270
H -0.029 4.477 2.153
H 0.281 4.846 0.445
H -2.629 -3.288 -0.441
H -2.695 -2.656 -2.095
H -1.903 -4.967 -2.238
H -0.501 -3.914 -2.562
H -0.694 -4.667 -0.970
O 2.019 2.637 0.796
N 1.996 3.044 -0.388
C 1.785 2.132 -1.455
C 1.616 0.785 -1.098
C 1.554 -0.103 -2.161
N 1.816 -1.458 -2.131
O 1.870 -2.301 -1.256
O 2.096 -1.828 -3.484
N 2.079 -0.707 -4.330
C 1.843 0.350 -3.501
N 2.048 1.630 -3.812
C 2.036 2.502 -2.810
O 2.142 4.265 -0.678
H 2.109 0.487 -0.188
H 2.235 3.548 -3.037



45
Properties=species:S:1:pos:R:3 method="wB97M-V/def2-TZVPD" homo_lumo_gap_ev=8.708 largest_force_ev_per_a=0.80 total_charge=0 de_lowest_ev=1.9765
C -1.588 0.201 -2.565
C -2.227 -0.877 -2.154
C -2.558 -1.142 -0.712
N -1.768 -2.228 -0.172
C -0.474 -2.043 0.151
N -0.005 -0.802 0.165
C 1.266 -0.689 0.534
N 1.827 0.538 0.552
C 1.150 1.718 0.211
C 1.672 2.575 -0.740
C 1.012 3.733 -1.119
C -0.211 4.035 -0.539
O -0.975 5.125 -0.836
C -0.508 6.021 -1.815
C -0.737 3.193 0.443
C -0.066 2.050 0.843
O -0.477 1.231 1.841
C -1.707 1.495 2.467
N 2.068 -1.707 0.859
C 1.490 -2.898 0.811
O 2.273 -3.919 1.137
C 1.679 -5.210 1.096
C 2.724 -6.222 1.533
N 0.233 -3.137 0.463
H -1.335 0.354 -3.601
H -1.285 0.972 -1.876
H -2.506 -1.658 -2.850
H -2.323 -0.256 -0.120
H -3.614 -1.402 -0.597
H -2.039 -3.180 -0.364
H 2.830 0.553 0.652
H 2.615 2.326 -1.203
H 1.456 4.372 -1.865
H -1.269 6.797 -1.891
H 0.444 6.476 -1.523
H -0.394 5.530 -2.787
H -1.676 3.484 0.884
H -1.847 0.692 3.189
H -1.693 2.456 2.992
H -2.536 1.486 1.752
H 1.330 -5.415 0.077
H 0.807 -5.228 1.760
H 3.581 -6.183 0.866
H 3.061 -5.996 2.540
H 2.300 -7.221 1.512



46
Properties=species:S:1:pos:R:3 method="wB97M-V/def2-TZVPD" homo_lumo_gap_ev=8.979 largest_force_ev_per_a=1.40 total_charge=0 de_lowest_ev=2.1552
C 2.330 5.937 -3.085
C 1.644 5.080 -2.074
C 1.863 5.288 -0.695
C 1.228 4.499 0.231
C 1.356 4.598 1.709
N 0.417 3.549 -0.267
N -0.315 2.651 0.391
C -0.905 1.976 -0.588
S -2.016 0.694 -0.256
C -1.953 -0.179 -1.862
C -0.865 -1.242 -1.867
O 0.113 -1.116 -2.578
N -1.050 -2.329 -1.084
C -2.096 -2.547 -0.115
C -1.530 -2.469 1.304
C -0.390 -3.485 1.476
C 0.664 -3.269 0.380
C 0.004 -3.318 -0.996
O 0.233 -3.348 2.743
C -0.164 -4.433 3.550
C -0.455 -5.527 2.522
O -0.932 -4.798 1.414
N -0.610 2.381 -1.831
C 0.234 3.377 -1.646
N 0.844 4.143 -2.529
H 3.410 5.844 -2.984
H 2.032 5.627 -4.081
H 2.065 6.982 -2.934
H 2.530 6.069 -0.368
H 1.750 3.662 2.104
H 2.010 5.418 1.987
H 0.371 4.741 2.151
H -2.942 -0.595 -2.047
H -1.703 0.575 -2.609
H -2.897 -1.819 -0.228
H -2.502 -3.553 -0.274
H -1.136 -1.472 1.501
H -2.316 -2.685 2.027
H 1.131 -2.298 0.546
H 1.428 -4.042 0.458
H 0.732 -3.104 -1.780
H -0.432 -4.310 -1.155
H -1.066 -4.178 4.122
H 0.653 -4.671 4.231
H 0.461 -6.072 2.257
H -1.228 -6.231 2.831



Number 1: electronic energy -39265.6585 eV. Number 2: electronic energy -30525.8931 eV. Number 3: electronic energy -41361.5743 eV.